{
  "formula": "C48H128N4O15",
  "method": "wB97M-V/def2-TZVPD",
  "orbital_gap_ev": 6.477,
  "e_lumo_ev": 0.1,
  "elements": ["O", "O", "O", "O", "O", "O", "O", "O", "O", "O", "O", "O", "O", "O", "O", "N", "N", "N", "N", "C", "C", "C", "C", "C", "C", "C", "C", "C", "C", "C", "C", "C", "C", "C", "C", "C", "C", "C", "C", "C", "C", "C", "C", "C", "C", "C", "C", "C", "C", "C", "C", "C", "C", "C", "C", "C", "C", "C", "C", "C", "C", "C", "C", "C", "C", "C", "C", "H", "H", "H", "H", "H", "H", "H", "H", "H", "H", "H", "H", "H", "H", "H", "H", "H", "H", "H", "H", "H", "H", "H", "H", "H", "H", "H", "H", "H", "H", "H", "H", "H", "H", "H", "H", "H", "H", "H", "H", "H", "H", "H", "H", "H", "H", "H", "H", "H", "H", "H", "H", "H", "H", "H", "H", "H", "H", "H", "H", "H", "H", "H", "H", "H", "H", "H", "H", "H", "H", "H", "H", "H", "H", "H", "H", "H", "H", "H", "H", "H", "H", "H", "H", "H", "H", "H", "H", "H", "H", "H", "H", "H", "H", "H", "H", "H", "H", "H", "H", "H", "H", "H", "H", "H", "H", "H", "H", "H", "H", "H", "H", "H", "H", "H", "H", "H", "H", "H", "H", "H", "H", "H", "H", "H", "H", "H", "H"],
  "positions_angstrom": [[-3.134930, -0.826234, 0.759154], [-6.393340, -1.273594, 2.267694], [-1.040580, 1.246426, -2.187436], [-0.455030, -3.125014, -0.691386], [-0.767840, 2.225186, 1.353724], [1.259460, 1.666806, -1.301176], [-0.198800, -1.624384, 2.757274], [1.075870, -0.903944, 1.488504], [4.714290, -1.452814, -4.053306], [-4.100060, -1.773664, -2.536326], [3.480950, 3.945726, 2.311054], [-1.942460, -4.318074, 3.277344], [4.087690, 1.982706, -4.679666], [4.989860, 2.423876, 2.054584], [-0.421200, 6.209956, 0.822974], [-3.007040, 1.669766, -2.669566], [-3.575240, 0.760496, -0.565146], [0.170000, -6.582134, 5.309944], [0.225040, -1.332614, -0.529776], [-2.294590, -0.045594, -4.164016], [-0.623100, 2.650306, 2.693654], [0.120530, 3.142556, -3.040296], [2.841590, 1.559496, -2.712106], [-0.414800, -0.251744, 2.959454], [2.031050, 0.490096, -1.078196], [-0.558200, -4.216144, -2.889176], [5.441840, 4.921496, 1.588954], [2.085640, -1.942194, 1.485324], [-7.702090, -3.250534, 1.642184], [3.519220, 0.424276, 2.335264], [0.893380, 0.415636, 3.379544], [-1.861610, -1.485974, 0.581904], [3.624030, 3.832626, -3.413106], [-1.073650, 5.466016, -1.364696], [3.888910, 2.413616, -3.348846], [-0.399780, 5.100736, -0.043066], [-1.146640, -3.205964, -1.922966], [3.863860, 1.675886, 1.486074], [-6.283580, -2.571044, 1.602054], [1.042380, 4.702166, -0.140316], [-2.061520, 1.649076, 1.194094], [5.485610, -0.353214, -2.179576], [-0.928370, -6.212634, 4.382564], [4.652670, -1.527604, -2.697426], [1.360320, -3.281184, 1.618074], [4.211090, 1.213146, 0.038094], [-0.533530, 1.851376, -3.374716], [1.442700, 2.705636, -0.301406], [-4.176360, -1.715014, 1.174134], [-5.166620, -3.450294, 2.146774], [-3.370180, 0.368926, -3.148016], [3.480910, 4.329646, -0.032376], [-0.879170, -4.671964, 4.127144], [1.171020, -0.733194, -1.515396], [2.949180, -1.884254, 0.247564], [-2.219700, -6.651834, 4.999304], [-3.639750, -0.565594, -2.019086], [3.242330, -1.419344, -2.167036], [-0.809820, -0.489364, -0.027816], [-2.417090, 1.664966, -0.350056], [-2.720760, 3.067986, -0.890086], [-1.567990, -0.086354, 3.987424], [-4.327360, -2.778294, -1.529546], [0.430060, 0.776806, -3.914366], [3.951240, 4.915436, 1.396174], [-2.092190, -2.974654, 2.954914], [-1.214610, -1.789914, -2.485966], [-1.312300, 1.932796, -4.133006], [4.340560, -0.280864, 2.462814], [-0.069060, -2.259864, -0.801456], [-3.416380, -0.150574, -0.159156], [3.437380, 4.400356, -2.501546], [-1.247420, -2.553654, 2.409734], [-0.292730, 1.104606, -1.602466], [1.188770, 0.181096, 4.402204], [2.693940, -0.134064, 1.893364], [0.136100, -7.579274, 5.467004], [2.628900, -2.317694, -2.236086], [2.257100, -1.991294, -0.587706], [-2.235650, -7.736384, 5.106964], [1.985660, 1.619146, -3.384366], [-2.953460, -2.840604, 2.300424], [-1.125160, -3.949944, -3.781246], [-5.094370, -1.141404, 1.046374], [0.710570, 1.479446, 3.227894], [2.091190, -4.042884, 1.889594], [-2.022970, -1.739244, -3.215416], [0.511830, -4.142134, -3.083246], [5.622440, -1.470614, -4.364026], [-2.273910, -2.309174, 3.798844], [-2.670800, -0.897604, -4.730286], [3.483580, -0.935834, 0.192554], [-6.846280, -0.683564, 1.660814], [-2.977230, 3.058536, -1.949446], [4.090120, 3.209376, 2.402134], [-4.927910, -2.453624, -0.679826], [-4.453890, 1.105066, -0.205476], [0.487850, -1.650004, 2.086854], [-2.563090, -0.352674, 3.631114], [-2.326490, -6.284294, 6.019894], [3.342330, -1.229184, -1.098426], [0.135770, 5.998096, 1.575634], [4.828150, 2.156656, -2.859066], [-1.390780, 3.390286, 2.919954], [5.759660, 5.295016, 2.562394], [-3.120710, -6.350614, 4.464934], [5.335640, -0.153444, -1.118586], [0.620790, -3.308184, 2.418364], [3.149380, 0.754496, 3.305964], [-0.494790, 6.240786, -1.867446], [-4.393600, -0.106514, -1.379506], [-1.092950, 4.593396, -2.017586], [-7.656530, -4.278694, 1.283144], [-4.191750, -2.967304, 2.213524], [-2.155560, -3.509484, -1.643566], [0.840440, -3.522944, 0.691054], [2.993720, 0.517916, -1.588676], [5.228030, 0.610726, -2.618426], [-2.061530, 0.614116, 1.536084], [-0.893530, -5.228124, -2.662106], [-1.374640, -0.796004, 4.791854], [-1.882530, 3.760806, -0.816176], [-0.592500, 3.932666, -2.804906], [5.227650, 0.836676, -0.075836], [2.376600, 3.234996, -0.490376], [2.827940, 4.068686, -4.119236], [0.012650, -0.166054, -4.267746], [-1.403590, -0.360324, -3.620726], [1.755250, 0.148636, 2.767994], [-2.121390, 5.741606, -1.244776], [3.531170, 0.412406, -0.252796], [-8.072530, -3.284334, 2.666744], [-5.445340, -3.883864, 3.107204], [5.748400, 1.841276, 1.972154], [-2.056530, -2.323084, -0.088436], [1.429290, 2.310716, 0.714444], [3.935000, 2.020256, -0.640466], [5.927320, 5.576496, 0.865514], [2.662270, -1.745074, 2.389064], [-3.525220, 3.447506, -0.260086], [-1.606900, 0.936406, 4.362324], [1.445840, 4.431786, 0.835504], [1.124790, 0.493806, -3.123576], [-2.779300, 2.168056, 1.829364], [-6.016280, -2.306544, 0.578974], [0.375020, 3.064966, 2.834754], [-0.326970, 0.213556, 0.651044], [0.763040, 3.138076, -2.159806], [2.210540, 0.397676, -0.007046], [2.408470, 4.134776, -0.030856], [-3.389910, -3.094984, -1.072386], [-2.719200, -0.665644, -1.444046], [-0.753550, 0.155816, 2.006964], [-1.348220, 0.088696, -0.778856], [0.615800, -0.456434, -2.411626], [4.014790, 3.417236, -0.298006], [0.035670, -4.257004, 3.704064], [0.607830, 3.511796, -3.942686], [3.185860, 0.542416, -2.524696], [1.034800, 3.908546, -0.887446], [0.070250, -6.300894, 6.274854], [1.022980, 1.281076, -4.677406], [-4.012180, -2.060894, 2.194684], [1.714350, 5.468526, -0.526636], [5.065330, -2.495144, -2.411606], [-0.291150, -4.035844, -0.436196], [-1.378040, -1.035194, -1.716696], [2.734100, -0.574184, -2.631266], [-1.522260, 1.334926, -0.877736], [0.611560, 3.410696, -0.287856], [-4.350340, 0.473746, -3.613186], [-0.289000, -1.513744, -2.991016], [3.492330, 5.886346, 1.582834], [1.777030, -1.565914, -1.872366], [-1.999600, 1.736596, -2.643206], [4.519910, 4.341466, -3.768896], [5.750060, 3.878106, 1.522194], [6.558240, -0.546204, -2.197326], [2.566410, 2.053376, -1.780206], [2.947440, 2.258606, 1.392714], [-4.804690, -3.563174, -2.116246], [3.643430, -2.724554, 0.251584], [-4.395670, -2.595824, 0.570664], [4.107070, 1.023056, -4.662386], [-0.998850, 4.292526, 0.376464], [-0.636920, 1.823026, 3.403244], [0.633660, -0.898354, 0.636434], [-4.994240, -4.373914, 1.594214], [-3.177630, 1.735456, -1.676246], [-1.011320, -4.092294, 5.040714], [3.684080, 5.109746, -0.766046], [-1.504940, -2.043884, 1.447724], [-8.444890, -2.744964, 1.025134], [-0.790210, -6.628324, 3.384464], [-1.989940, 0.676366, -4.921676]],
  "forces_ev_per_angstrom": [[1.99, -6.07, 4.41], [-0.59, -1.02, 0.96], [7.62, -2.05, -1.60], [-5.34, -16.03, -0.24], [-0.28, -0.04, 0.75], [-2.83, -2.94, 5.05], [-2.93, 0.05, 7.17], [9.75, 2.23, -3.19], [-0.88, -0.11, -3.19], [-0.19, -2.75, -0.39], [-3.83, 3.51, 1.63], [-0.97, -1.58, -0.24], [0.16, -0.02, -1.30], [0.80, -4.70, -1.08], [-0.88, 1.00, 0.59], [-4.54, 0.07, -4.32], [1.15, 9.01, 3.42], [0.67, -0.59, -0.78], [3.68, 9.79, -1.96], [-0.95, -1.06, -0.55], [-0.27, 1.03, 0.02], [-0.27, 1.57, -0.91], [4.20, 5.29, -4.90], [-0.60, -0.45, 1.30], [-5.23, -3.55, 4.37], [-1.16, 0.33, -0.25], [0.90, 1.10, -0.72], [-0.28, -0.55, 0.11], [1.03, -0.03, 0.13], [1.16, 1.34, -0.07], [-0.09, 0.47, 0.74], [-0.12, 0.39, -0.78], [0.19, 2.85, -0.24], [0.60, 0.61, 0.09], [0.87, -2.47, -0.21], [-0.33, 0.84, 0.13], [-0.99, 0.00, -1.22], [0.45, -3.84, -1.58], [-2.87, -0.41, -0.20], [-2.21, 9.98, -1.85], [-0.39, 0.47, -1.76], [0.48, -0.39, 1.63], [0.64, 1.81, 0.89], [0.85, 0.42, 1.49], [0.69, -1.04, 0.03], [0.67, 0.47, 1.98], [3.08, -2.09, -1.16], [-1.68, -10.37, 0.89], [2.30, 4.42, -1.52], [-1.94, -3.36, 2.39], [-0.31, 1.53, -1.55], [3.77, 2.89, 1.51], [-0.48, 0.46, 0.38], [-3.15, 0.42, 1.41], [-1.38, -1.76, 3.00], [-1.15, -0.26, 0.12], [-1.18, -2.05, -1.41], [4.83, -0.64, -3.32], [-1.76, -1.24, -0.68], [-0.84, 1.54, 5.58], [0.81, 2.30, 2.66], [0.69, -0.30, 0.12], [-0.21, 0.85, -2.07], [0.82, 0.93, -1.13], [-0.29, -2.47, -0.97], [-1.30, -1.17, -0.17], [-0.12, -1.93, -0.65], [0.17, 0.68, 0.79], [0.41, 0.15, -0.05], [4.11, 5.76, -0.19], [-0.29, 1.60, -0.33], [-0.34, -0.72, 0.16], [-0.83, -1.95, 2.13], [1.71, 0.45, -0.19], [-0.36, 0.18, 0.44], [1.33, 1.07, -0.50], [0.17, -0.47, -0.60], [1.70, -0.97, -1.19], [0.32, -0.75, 2.19], [0.00, -0.15, -0.20], [1.57, 0.33, 0.84], [1.78, -1.32, 0.74], [0.38, -0.24, -0.52], [1.69, 0.71, 0.26], [1.77, -1.07, 0.74], [0.06, -0.22, -0.33], [0.49, -1.20, 0.78], [-0.05, 0.06, 0.13], [0.08, -0.01, 0.07], [0.12, -0.39, 0.36], [0.12, -0.30, -0.13], [0.07, -0.92, 1.08], [-0.31, 0.04, 0.03], [-0.40, 1.76, 0.85], [-0.23, 2.17, 1.17], [-0.63, 0.22, -1.60], [-0.19, 0.90, 0.48], [-1.17, -0.16, 0.95], [0.05, 0.24, -0.44], [0.15, 0.32, 0.04], [0.78, 0.23, -3.28], [-0.01, 0.09, 0.14], [0.34, 0.99, 0.55], [-0.06, 0.23, 0.13], [-0.38, 0.03, 0.21], [0.09, 0.03, -0.21], [0.04, -0.96, -0.66], [0.58, -0.02, -0.36], [0.82, -0.01, 0.08], [-0.13, 0.23, -0.03], [-1.39, -2.34, -2.28], [-0.53, 1.58, 1.21], [0.16, -0.06, -0.05], [-3.13, -5.39, 1.44], [0.60, -0.26, -0.71], [0.80, -0.09, 0.55], [-2.75, -0.50, 4.67], [0.31, -0.58, -0.45], [-0.37, 0.90, -0.06], [0.44, -0.15, 0.22], [0.15, 0.29, 0.34], [-0.78, -1.25, 0.57], [0.37, -1.42, -1.42], [0.01, 1.06, 0.63], [-1.08, -3.28, -1.39], [-0.06, -0.14, -0.03], [0.04, 0.77, -0.53], [-1.40, 1.10, -1.27], [-2.52, 0.47, 1.61], [0.17, 0.36, 0.25], [2.55, 1.13, 1.14], [0.09, 0.08, 0.03], [-0.27, 0.25, 0.43], [0.30, -0.20, 0.27], [-0.27, 0.94, -0.02], [0.17, -0.48, 0.02], [1.03, -0.76, -0.14], [0.19, -0.16, -0.25], [-0.05, -0.52, 0.11], [-0.25, 0.48, -0.11], [-0.21, -0.37, 0.33], [-0.94, -0.10, 0.29], [-1.03, 0.69, -1.85], [-0.30, 0.35, -0.17], [-1.41, -0.88, 0.00], [-0.04, 0.62, -0.31], [-0.92, 0.39, -0.55], [-0.25, -0.01, -1.72], [-1.69, 0.09, -0.09], [4.35, 2.57, 1.28], [-0.65, -0.13, -0.03], [-1.35, -0.99, -0.67], [0.58, -0.06, 1.50], [0.69, -1.48, 0.96], [0.41, -0.53, 1.54], [0.58, 1.12, 0.30], [0.39, -0.85, 0.15], [0.45, 0.06, 0.14], [1.44, 2.47, -5.03], [1.68, 7.05, -2.35], [-0.56, 1.06, -0.07], [-0.02, -0.50, -0.63], [0.49, 5.93, -1.12], [-1.07, 1.56, 0.39], [0.27, -0.10, 0.63], [0.20, -0.54, 0.37], [0.22, -1.24, -1.64], [0.84, -2.38, -1.35], [-2.90, 1.45, 2.46], [-2.46, -7.78, 1.68], [-0.07, -0.25, -0.72], [-0.39, -0.91, -0.17], [-0.20, -0.05, 0.05], [-3.42, 1.33, 1.05], [-5.05, 1.39, -0.79], [0.10, -0.01, -0.44], [0.60, 1.31, -0.55], [0.13, 0.06, -0.69], [2.42, 0.76, -2.58], [1.09, 0.11, 0.69], [0.03, -0.37, 0.52], [0.22, 0.08, -0.08], [2.31, 0.55, 0.52], [0.06, -0.29, -0.16], [0.36, 0.05, 0.44], [-1.14, 1.22, -0.48], [0.93, -1.53, -1.87], [-0.39, 0.08, -0.74], [-1.71, -1.52, -3.56], [0.01, -0.19, 0.68], [0.13, -0.11, -0.21], [-0.63, 1.87, -1.75], [0.18, 0.28, 0.00], [0.27, -0.52, 0.20], [-0.79, 0.12, 0.07]],
  "mulliken_charge": [-0.4955, -0.6068, 0.5189, -0.1642, 0.2836, 0.0132, -0.4066, 0.2655, -0.6457, -0.4700, -0.7425, -0.3056, -0.7479, -0.5791, -0.6904, -0.8815, 1.4741, -0.7893, 0.3580, -1.1808, -1.6780, -1.0837, 0.5159, 1.2020, -1.9240, -1.5698, -1.3666, -0.5743, -1.7474, -1.6309, 0.4574, 1.2641, -2.2389, -1.2944, -0.0718, 1.1782, -0.3381, 0.4761, 1.5316, -1.0705, -0.2674, -1.5853, 0.5495, 0.0003, -0.0656, 0.5006, 0.1391, -0.6607, -1.4952, -1.1851, -0.7755, -0.7066, -0.3867, -0.4424, 1.4664, -1.3591, -0.3263, -0.6025, -3.1847, -0.5087, 0.2247, -2.3434, 0.0188, -1.9580, -0.3886, 0.2705, -0.9562, 1.1537, 0.5152, 0.5404, 0.2630, 0.1937, -0.4273, 0.1181, 0.5401, -1.4538, 0.2686, 0.2410, -0.8582, 0.4049, -0.2239, -1.6068, 0.4463, 0.5536, 0.2957, 0.9772, 0.8712, 0.3971, 0.4633, 0.7082, 0.6433, 0.0850, 0.4147, 0.3752, 0.9115, -0.6020, 0.5138, -0.1433, 0.3699, 0.3182, -0.0722, 0.5076, 0.9364, 0.5726, 0.3921, 0.2427, -0.3615, -1.1486, 0.7482, 0.3335, 1.8409, 0.0443, 0.3468, 1.6332, 0.7145, -0.5069, -0.5295, 0.4538, 0.6022, 0.4046, 0.4891, -1.3470, 0.0998, 1.1310, 1.1950, 0.3945, 0.5776, 0.1650, -0.9039, 0.3725, -1.1183, 0.3874, 0.4462, 0.6943, 0.1634, -0.7563, -1.0645, 0.3949, 0.9163, 0.6608, 0.2058, 1.1422, 1.2731, 1.1667, 0.3606, 0.1029, 1.6744, 0.5257, 1.4654, -0.7125, -0.4116, -0.8696, -1.9644, -0.3552, -1.3134, -0.5067, 0.2942, 0.5441, 0.3681, -1.9438, 0.2572, 0.5553, -0.3172, 0.4904, 0.6044, 0.5406, 1.9960, 0.3813, -1.2084, 1.2724, 0.6897, 0.6539, 0.5933, -0.1638, 0.2599, 0.6288, 0.2177, 0.6951, 0.6269, 0.5572, 0.2500, 0.5981, -0.1315, 0.4278, 0.3144, 0.0217, -0.5796, 0.2142, 0.3567, 0.3417, 1.2576, -0.0269, 0.4070, 0.2981, 0.3382]
}